Entry 1:
C11H25ClNO2P2Zr | ωB97M-V with the def2-TZVPD basis set

Properties
E, Eh: -1829.09715
E_HOMO, eV: -10.179
Charge: +1

XYZ file:
```
43
Properties=species:S:1:pos:R:3:forces:R:3
C -1.062 -3.047 -0.427 0.3 -0.2 -0.7
C -1.062 -1.714 0.064 -0.1 0.3 0.7
N -0.429 -0.722 -0.662 -0.1 1.0 0.7
C 0.117 -1.011 -1.855 0.4 -1.4 -1.0
C 0.150 -2.321 -2.353 0.3 1.2 -0.2
C -0.447 -3.355 -1.634 -0.5 0.1 1.0
C -1.661 -1.413 1.332 0.5 0.0 -0.3
P -1.815 0.244 1.898 -0.4 -1.6 0.4
Zr -0.416 1.590 0.206 -3.2 2.5 -1.0
P 1.145 1.577 -1.796 1.1 0.1 -1.0
C 0.676 0.110 -2.742 -0.2 -0.5 0.0
O 1.090 -1.932 2.442 -0.5 -0.9 0.5
O 2.756 -0.839 0.723 -0.1 0.0 0.5
H -1.549 -3.811 0.178 0.1 0.2 -0.2
H 0.645 -2.502 -3.304 -0.2 0.0 0.2
H -0.436 -4.380 -2.019 0.0 0.4 0.2
C -3.541 0.826 1.803 -0.1 0.4 0.1
C -1.298 0.435 3.637 0.0 0.3 0.2
H 1.553 -0.233 -3.304 -0.2 -0.1 0.1
H -0.081 0.409 -3.484 0.1 -0.1 0.3
H 0.122 -1.824 2.256 0.4 0.0 -0.2
H -2.153 -2.242 1.847 -0.1 0.4 -0.1
C 0.781 3.044 -2.816 -0.1 0.2 0.0
C 2.930 1.541 -1.520 0.5 0.1 0.2
H 0.983 1.093 1.501 1.3 -1.8 -0.9
H 3.485 -0.537 1.290 -0.3 -0.2 -0.2
H 2.162 -1.363 1.335 0.5 0.4 -0.5
H 1.180 -2.871 2.702 0.1 0.7 -0.1
H -1.832 1.751 -0.909 -0.4 -0.1 -0.5
H 1.125 0.611 0.832 1.4 0.0 2.4
H -4.198 0.263 2.481 0.2 0.1 -0.2
H -3.574 1.894 2.062 -0.1 -0.2 0.0
H -3.887 0.723 0.767 0.1 -0.1 0.3
H -2.003 -0.051 4.328 0.3 0.1 -0.2
H -0.287 0.022 3.776 -0.4 0.0 -0.1
H -1.256 1.514 3.859 -0.1 -0.3 0.1
H 3.497 1.570 -2.469 -0.3 0.0 0.4
H 3.188 2.428 -0.913 0.0 -0.3 -0.3
H 3.192 0.643 -0.930 -0.2 0.3 -0.4
H 1.362 3.062 -3.750 -0.2 -0.1 0.3
H -0.294 3.056 -3.039 0.3 0.0 0.0
H 1.003 3.946 -2.228 0.0 -0.3 -0.2
Cl 0.140 3.815 0.834 -0.1 -0.6 0.0
```
Forces are in eV/Å.


Entry 2:
C7H9N | ωB97M-V with the def2-TZVPD basis set

Properties
E, Eh: -326.70886
SMILES string: C#CC12CCN(C1)C2
E_HOMO, eV: -9.366

XYZ file:
```
17
Properties=species:S:1:pos:R:3:forces:R:3
C 2.587 -0.708 -1.410 -2.2 1.1 1.7
C 1.652 -0.339 -0.752 -0.7 -1.2 -0.3
C 0.348 -0.130 -0.116 0.5 0.3 -2.6
C -0.318 -1.117 0.781 -1.3 -1.4 1.1
C -1.678 -0.226 1.046 0.7 -1.6 -3.1
N -1.391 1.057 0.412 3.7 -1.2 -2.0
C 0.257 1.079 0.684 -2.5 3.2 -0.4
C -0.832 0.432 -0.958 -1.2 1.9 -0.3
H 3.411 -1.184 -1.727 2.5 -1.0 -1.3
H -0.547 -2.147 0.436 -0.1 0.8 -0.6
H 0.368 -1.352 1.602 -0.4 0.6 0.5
H -2.038 0.037 1.953 -0.5 -0.1 3.6
H -2.538 -0.705 0.490 0.9 0.3 0.6
H 0.584 1.045 1.688 0.1 0.0 1.2
H 0.646 1.975 0.162 -0.2 -0.5 0.4
H -0.725 1.278 -1.729 0.7 -1.3 1.4
H -1.520 -0.289 -1.414 0.1 -0.1 0.2
```
Forces are in eV/Å.


For reference, ΔE to the lowest compared entry with this formula, charge and spin by record: 0.0000 4.9556 eV.